Entry 1:
{
  "formula": "C15H60F2NO19S2",
  "method": "ωB97M-V with the def2-TZVPD basis set",
  "e_homo_ev": -7.23,
  "total_charge": -1,
  "orbital_gap_ha": 0.342,
  "species": ["N", "S", "O", "O", "F", "S", "O", "O", "F", "C", "O", "H", "H", "H", "H", "C", "O", "H", "H", "H", "H", "C", "O", "H", "H", "H", "H", "C", "O", "H", "H", "H", "H", "C", "O", "H", "H", "H", "H", "C", "O", "H", "H", "H", "H", "C", "O", "H", "H", "H", "H", "C", "O", "H", "H", "H", "H", "C", "O", "H", "H", "H", "H", "C", "O", "H", "H", "H", "H", "C", "O", "H", "H", "H", "H", "C", "O", "H", "H", "H", "H", "C", "O", "H", "H", "H", "H", "C", "O", "H", "H", "H", "H", "C", "O", "H", "H", "H", "H"],
  "positions_angstrom": [[0.04, 0.56, -0.67], [0.08, -0.69, 0.22], [-0.94, -1.68, -0.11], [0.48, -0.57, 1.67], [1.46, -1.31, -0.35], [-1.16, 1.30, 0.31], [-0.72, 2.02, 1.46], [-2.43, 0.61, 0.44], [-1.58, 2.49, -0.68], [-2.40, -2.69, 2.33], [-2.18, -3.93, 3.02], [-1.46, -2.15, 2.25], [-2.74, -2.80, 1.30], [-3.12, -2.14, 2.93], [-1.83, -3.63, 3.86], [-0.33, 1.25, 4.63], [-0.98, 1.65, 5.80], [0.46, 2.00, 4.55], [-0.01, 0.21, 4.58], [-1.06, 1.36, 3.82], [-1.16, 2.60, 5.81], [3.81, -4.11, -1.51], [5.16, -3.68, -1.55], [3.19, -3.48, -0.86], [3.33, -4.14, -2.49], [3.83, -5.10, -1.06], [5.29, -3.02, -2.24], [-4.30, 1.29, -2.47], [-5.54, 1.76, -2.01], [-4.37, 1.21, -3.55], [-3.45, 1.94, -2.24], [-4.09, 0.29, -2.09], [-5.67, 2.61, -2.44], [2.04, 3.06, 0.13], [2.30, 1.81, -0.38], [1.45, 3.69, -0.53], [1.61, 3.05, 1.13], [2.99, 3.61, 0.17], [1.46, 1.37, -0.50], [1.52, 1.05, -3.65], [0.13, 1.00, -3.26], [2.12, 0.29, -3.14], [1.67, 0.91, -4.72], [1.92, 2.01, -3.33], [0.09, 0.89, -2.31], [1.70, -3.71, 2.92], [1.86, -4.75, 1.97], [0.62, -3.54, 2.98], [2.18, -4.00, 3.85], [2.15, -2.81, 2.50], [1.44, -4.51, 1.14], [-0.61, -5.18, -0.27], [0.59, -4.39, -0.50], [-1.07, -5.58, -1.18], [-0.27, -6.01, 0.36], [-1.24, -4.50, 0.30], [0.48, -3.91, -1.32], [-0.69, 5.29, 1.64], [-0.44, 6.58, 1.21], [0.13, 4.98, 2.29], [-1.68, 5.11, 2.06], [-0.59, 4.60, 0.80], [-1.22, 6.99, 0.82], [-3.16, -2.23, -2.22], [-4.19, -2.81, -2.95], [-2.69, -1.40, -2.74], [-3.53, -1.79, -1.29], [-2.37, -2.95, -2.02], [-4.01, -2.60, -3.87], [-0.73, 4.93, -2.81], [-0.85, 3.81, -3.71], [-1.56, 4.92, -2.11], [0.22, 4.95, -2.27], [-0.82, 5.87, -3.35], [-0.50, 3.00, -3.33], [0.63, -2.43, -3.66], [0.67, -3.80, -3.33], [0.34, -1.95, -2.72], [1.62, -2.08, -3.96], [-0.11, -2.22, -4.44], [0.65, -4.30, -4.15], [4.63, -0.34, -0.91], [4.66, 0.98, -1.48], [5.57, -0.86, -1.07], [4.51, -0.28, 0.17], [3.85, -0.96, -1.36], [3.81, 1.40, -1.33], [-3.81, 2.80, 3.00], [-5.17, 3.17, 2.73], [-3.69, 2.50, 4.04], [-3.43, 2.02, 2.34], [-3.17, 3.67, 2.88], [-5.40, 2.60, 1.99], [3.15, 0.27, 3.08], [3.92, 0.43, 4.28], [3.07, -0.75, 2.71], [2.15, 0.71, 3.20], [3.60, 0.92, 2.34], [3.86, 1.36, 4.50]],
  "mulliken_charge": [-0.1974, -0.1490, 0.4228, -0.4104, -0.2898, 0.7884, -0.3373, -0.7275, -0.3253, -0.1215, -0.5669, -0.0197, 0.0324, 0.3720, 0.3123, -0.0367, -0.6175, 0.1873, 0.1527, -0.0359, 0.3113, -0.2505, -0.5876, 0.0538, 0.2028, 0.3003, 0.3046, -0.0348, -0.5642, 0.3966, 0.0344, -0.0921, 0.3009, -0.4558, 0.0491, -0.0821, 0.0924, 0.4302, 0.3121, -0.4941, -0.6955, 0.0136, 0.3870, 0.2029, 0.8217, 0.2477, -0.6005, -0.0690, 0.3888, -0.2200, 0.3666, -0.5805, -0.3426, 0.3283, 0.2937, 0.0605, 0.0331, 0.0125, -0.5809, 0.1954, 0.0942, -0.0765, 0.3115, -0.3109, -0.5905, 0.1536, 0.1491, 0.2397, 0.3233, -0.5426, -0.5765, 0.2035, 0.1725, 0.3677, 0.3789, -0.3668, -0.5566, -0.1251, 0.3243, 0.3944, 0.2493, 0.1284, -0.6430, 0.3238, 0.0318, -0.2327, 0.3668, 0.3191, -0.5900, 0.2116, -0.1486, -0.1475, 0.3579, 0.3060, -0.5960, -0.1932, -0.0946, 0.1511, 0.3097]
}

---

Entry 2:
{
  "formula": "C3H12N2OS",
  "method": "ωB97M-V with the def2-TZVPD basis set",
  "e_homo_ev": -9.34,
  "orbital_gap_ha": 0.368,
  "smiles": "NC[C@H](N)CS.O",
  "species": ["N", "C", "C", "N", "C", "S", "H", "H", "H", "H", "H", "H", "H", "H", "H", "H", "O", "H", "H"],
  "positions_angstrom": [[0.92, 0.37, -2.33], [-0.38, 0.72, -1.73], [-0.39, 0.17, -0.28], [-0.61, -1.30, -0.39], [-1.22, 1.01, 0.74], [-0.72, 0.30, 2.43], [1.04, 1.08, -3.03], [0.88, -0.57, -2.72], [-1.28, 0.42, -2.26], [-0.38, 1.81, -1.49], [0.59, 0.35, 0.16], [-1.56, -1.58, -0.65], [-0.59, -1.62, 0.58], [-2.27, 0.76, 0.59], [-0.97, 2.07, 0.65], [-0.22, 1.47, 2.90], [2.63, -1.40, -0.78], [1.82, -1.17, -1.28], [2.47, -0.98, 0.06]],
  "mulliken_charge": [-0.5778, -0.6471, 0.1261, -0.4918, -0.9659, -0.2490, 0.2055, 0.2572, 0.2684, 0.4041, 0.2037, 0.2700, 0.2701, 0.3563, 0.4361, 0.1404, -0.6849, 0.3671, 0.3115]
}

---

Entry 3:
{
  "formula": "CH5ISSi",
  "method": "ωB97M-V with the def2-TZVPD basis set",
  "e_homo_ev": -8.74,
  "orbital_gap_ha": 0.298,
  "smiles": "[SiH3]CSI",
  "species": ["Si", "C", "S", "I", "H", "H", "H", "H", "H"],
  "positions_angstrom": [[0.23, -0.29, -1.06], [0.24, 0.82, 0.38], [-1.38, 0.49, 1.62], [-1.06, -1.76, 2.35], [0.37, -1.58, -0.41], [1.13, 0.24, -2.08], [-0.93, -0.20, -1.90], [1.14, 0.38, 0.95], [0.27, 1.90, 0.17]],
  "mulliken_charge": [0.5156, -0.6330, -0.1717, 0.0543, -0.1461, -0.1258, -0.1308, 0.2540, 0.3837]
}

---

Entry 4:
{
  "formula": "C19H43N2O2P3Pt",
  "method": "ωB97M-V with the def2-TZVPD basis set",
  "e_homo_ev": [-18.95, -18.88],
  "multiplicity": 5,
  "total_charge": 4,
  "orbital_gap_ha": [0.268, 0.092],
  "species": ["Pt", "P", "P", "P", "H", "C", "C", "H", "C", "C", "C", "C", "C", "C", "C", "C", "C", "H", "H", "H", "H", "H", "H", "H", "H", "H", "H", "H", "H", "H", "H", "H", "H", "H", "H", "H", "H", "H", "H", "H", "H", "H", "H", "H", "H", "H", "C", "C", "C", "C", "C", "C", "O", "H", "H", "H", "H", "H", "H", "C", "N", "C", "N", "O", "H", "H", "H", "H", "H", "H"],
  "positions_angstrom": [[0.75, 0.39, -0.38], [1.84, 0.88, 1.65], [-0.71, 2.12, -0.42], [2.57, -0.74, -1.30], [-1.33, -2.12, 0.65], [-0.27, -2.39, 0.72], [0.43, -2.12, 1.81], [-0.08, -1.53, 2.59], [1.07, 1.18, 3.27], [2.62, 2.49, 1.36], [3.26, -0.11, 2.22], [-2.36, 1.62, -1.01], [-0.99, 3.16, 1.04], [0.17, 3.09, -1.72], [3.13, -2.26, -0.52], [3.87, 0.54, -1.33], [2.24, -1.10, -3.04], [0.06, -2.97, -0.15], [1.43, -2.51, 2.01], [0.69, 0.23, 3.63], [0.26, 1.91, 3.18], [1.84, 1.57, 3.96], [1.84, 3.25, 1.26], [3.25, 2.44, 0.47], [3.23, 2.71, 2.25], [2.94, -1.13, 2.47], [3.65, 0.37, 3.13], [4.05, -0.11, 1.46], [-2.58, 2.00, -2.03], [-3.12, 1.99, -0.32], [-2.41, 0.51, -1.03], [-1.53, 4.09, 0.78], [-0.04, 3.43, 1.50], [-1.57, 2.57, 1.76], [-0.37, 3.97, -2.11], [0.37, 2.36, -2.52], [1.14, 3.40, -1.31], [3.75, -2.82, -1.24], [2.26, -2.87, -0.22], [3.72, -2.01, 0.37], [4.65, 0.33, -2.08], [4.31, 0.56, -0.32], [3.42, 1.52, -1.56], [3.09, -1.63, -3.51], [2.11, -0.11, -3.50], [1.31, -1.69, -3.11], [-1.36, -1.69, -3.06], [-2.44, -0.88, -3.52], [-3.07, -1.26, -4.72], [-2.66, -2.39, -5.44], [-1.60, -3.18, -4.97], [-0.96, -2.83, -3.78], [-0.64, -1.57, -1.87], [-0.47, -0.53, -1.47], [-2.79, -0.02, -2.99], [-3.89, -0.67, -5.13], [-3.15, -2.71, -6.39], [-1.27, -4.07, -5.52], [-0.11, -3.40, -3.40], [-2.45, 0.59, 5.43], [-3.27, 0.03, 4.38], [-2.90, 0.01, 3.06], [-3.91, -0.49, 2.24], [-1.83, 0.38, 2.60], [-1.44, 0.77, 5.06], [-2.41, -0.09, 6.28], [-2.86, 1.54, 5.79], [-4.23, -0.23, 4.59], [-3.61, -0.77, 1.33], [-4.66, -1.04, 2.67]],
  "mulliken_charge": [0.8346, 0.1888, 0.8538, 0.6447, 0.2624, -0.6631, -0.3420, 0.2264, -1.2874, -1.1724, -1.3414, -1.0037, -0.9562, -1.2324, -1.1092, -1.2743, -0.8667, 0.5023, 0.5788, 0.3815, 0.3193, 0.7076, 0.3592, 0.3127, 0.5015, 0.2971, 0.5876, 0.4571, 0.4606, 0.5461, 0.0609, 0.5466, 0.2880, 0.1763, 0.4741, 0.4078, 0.3394, 0.5289, 0.2494, 0.3558, 0.5174, 0.3670, 0.3941, 0.5827, 0.3892, -0.0415, 1.1728, -0.3543, -0.7491, -0.4982, -0.7026, -0.1910, -0.0932, -0.1780, 0.2721, 0.4806, 0.4487, 0.4499, 0.4842, -0.7031, -0.2142, 0.6034, -0.4621, -0.5785, 0.1324, 0.3364, 0.3321, 0.2047, 0.1618, 0.2355]
}

---

Entry 5:
{
  "formula": "C6H13NO",
  "method": "ωB97M-V with the def2-TZVPD basis set",
  "e_homo_ev": -7.02,
  "orbital_gap_ha": 0.183,
  "species": ["C", "N", "C", "C", "C", "C", "C", "H", "H", "H", "H", "H", "H", "H", "H", "H", "H", "H", "H", "H", "O"],
  "positions_angstrom": [[1.61, 1.34, 0.54], [0.92, -0.02, 0.58], [-0.50, 0.26, 1.00], [-1.41, 0.38, -0.23], [-1.61, -0.64, -1.17], [-0.83, -1.73, -1.63], [-0.99, 1.50, 1.62], [1.00, 1.95, -0.12], [2.57, 1.24, 0.01], [1.64, 1.71, 1.56], [1.21, -0.44, 1.45], [-2.26, 1.04, -0.18], [-2.50, -0.44, -1.76], [-0.75, -1.86, -2.70], [-0.61, -2.41, -0.82], [-1.51, 2.29, 1.12], [-0.78, -0.74, 1.48], [-1.03, 1.50, 2.73], [1.81, -0.97, -0.80], [1.67, -2.25, -1.56], [2.35, -1.73, -1.13]],
  "mulliken_charge": [-0.8408, -0.4595, 0.2935, -0.3534, -0.3788, -0.8252, -0.9497, 0.3344, 0.2698, 0.3891, 0.2601, 0.2573, 0.2701, 0.2888, 0.4217, 0.3110, 0.4181, 0.2495, 0.4458, 0.2932, -0.6950]
}